[1]
108
Properties=species:S:1:pos:R:3:forces:R:3 method="wB97M-V/def2-TZVPD" lumo_ha=-0.0950 e_homo_ev=-8.174 orbital_gap_ev=5.587 max_force_ev_per_a=3.5
Na 3.379751 -0.796566 -0.657293 -0.61 0.44 0.24
Na 1.844531 -0.602224 -4.031330 -0.74 0.40 -0.99
B 1.157188 1.024942 -1.463486 -2.10 2.04 -0.66
F 0.332396 1.857774 -0.664215 1.07 -0.76 -1.06
F 2.467288 1.364421 -1.402013 3.03 0.85 0.71
F 1.113785 -0.263535 -1.052630 -0.19 -3.04 1.13
F 0.879486 1.011793 -2.853193 -0.49 0.11 0.06
B 0.675329 -0.446947 -6.577450 0.65 0.42 -1.78
F 0.895760 0.643000 -5.774970 1.18 1.64 1.90
F -0.218594 -1.204723 -5.871954 -0.88 -1.43 0.24
F 0.311335 0.053273 -7.799786 -0.83 -0.46 -0.59
F 1.890786 -1.155557 -6.753250 0.41 -0.44 0.79
C -1.219148 -2.178755 -2.938005 1.07 -0.19 0.70
O -0.940144 -3.456556 -2.355717 -0.24 1.28 -0.19
C -1.987189 -3.734522 -1.445636 1.11 -1.55 -0.78
C -1.761603 -5.180755 -0.995207 -0.92 1.39 1.20
N -0.570333 -5.368201 -0.160705 -0.01 -0.62 -0.57
C -0.585632 -4.845868 1.188190 -1.52 0.29 -0.29
C 0.715955 -4.952565 1.840490 0.26 0.71 1.42
O 1.575169 -4.050289 1.179172 1.25 -0.01 0.06
C 2.951557 -4.290974 1.340183 0.45 0.33 -0.58
H -0.345720 -1.792785 -3.463601 -0.11 -0.61 -0.64
H -1.266471 -1.452361 -2.126700 -0.87 0.21 0.07
H -2.097530 -2.250266 -3.579423 0.04 0.42 0.00
H -2.945100 -3.626750 -1.954451 -0.27 -0.20 -0.07
H -2.021748 -3.059173 -0.590762 0.34 0.21 0.16
H -1.762638 -5.909865 -1.805458 0.12 0.33 -0.09
H -2.658021 -5.315880 -0.389994 -0.47 -0.74 0.24
H -0.604356 -6.361860 0.017037 0.58 -0.40 -0.34
H -1.291178 -5.399298 1.807877 -0.44 -0.01 0.28
H -0.852425 -3.793569 1.286131 -0.27 0.10 -0.57
H 1.016545 -5.981090 2.040206 0.77 -0.16 -0.83
H 0.542889 -4.553980 2.840124 0.13 0.04 0.48
H 3.323864 -4.876421 0.499499 -0.02 -0.94 0.39
H 3.283965 -4.597379 2.332003 -0.38 -0.74 0.01
H 3.576497 -3.406819 1.214421 -0.51 1.00 -0.05
C -1.671018 -2.044776 5.196823 0.59 -0.55 0.48
O -2.528710 -2.033764 4.134692 -2.27 0.38 -0.54
C -2.937834 -0.694565 3.916770 1.03 0.76 -3.17
C -3.791431 -0.606951 2.582117 -0.95 -2.18 0.38
N -3.152312 -1.141913 1.397373 0.95 2.31 -0.26
C -2.030199 -0.321356 0.796066 -3.08 -1.44 -0.80
C -2.514615 1.097268 0.329461 1.76 0.54 2.01
O -2.756742 2.031471 1.365673 -1.12 0.27 2.24
C -1.672342 2.389432 2.200834 0.39 -0.04 -0.47
H -2.159008 -1.618678 6.073411 0.21 -0.01 0.40
H -0.804196 -1.447202 4.914654 0.55 0.06 0.43
H -1.408190 -3.089322 5.363999 0.25 0.12 0.27
H -2.000994 -0.217690 3.628598 0.47 0.53 -0.29
H -3.167208 -0.048800 4.764388 -1.12 -0.73 0.49
H -4.327339 0.314329 2.353747 0.73 0.45 0.50
H -4.610998 -1.325235 2.604109 -0.43 -0.01 1.07
H -3.307361 -2.115639 1.178451 0.52 0.41 0.10
H -1.965317 -0.764532 -0.197661 1.02 -0.37 0.05
H -1.168836 -0.501730 1.439205 0.48 0.90 -0.51
H -3.467932 1.084730 -0.198865 0.39 -0.48 -0.34
H -1.691315 1.633378 -0.142624 -0.12 -0.97 -1.29
H -0.987526 1.582677 2.462098 0.09 -0.45 -0.51
H -1.953042 2.737354 3.194948 -0.82 0.28 -0.27
H -1.106112 3.173687 1.698407 0.29 0.13 0.09
C 5.851297 -1.221156 6.820120 -1.11 -0.11 0.07
O 5.737761 0.206769 6.689143 -0.03 -0.93 -1.11
C 4.413160 0.584910 6.215297 0.31 0.40 1.10
C 4.385481 2.028683 5.691182 -0.74 -1.83 2.21
N 4.895185 2.077504 4.393859 1.19 0.79 -1.23
C 4.687691 3.424844 3.810542 -1.03 -1.82 -0.03
C 5.265792 3.594031 2.421756 0.09 0.97 1.02
O 4.355326 4.374281 1.663149 -1.27 -0.60 -1.75
C 3.222219 3.619471 1.039687 1.77 -0.53 0.48
H 5.785227 -1.766640 5.878745 0.26 0.34 -0.50
H 4.992370 -1.611651 7.365886 -0.28 0.12 0.35
H 6.711960 -1.614686 7.360962 0.34 0.93 -0.07
H 3.793142 0.476918 7.105253 -0.42 0.20 0.01
H 3.954614 -0.021367 5.434098 0.60 -0.59 -0.17
H 4.904632 2.628053 6.439060 0.01 0.52 0.06
H 3.323041 2.271970 5.679163 -0.11 0.39 0.06
H 5.844388 1.737279 4.451762 0.45 0.38 -0.36
H 4.885957 4.309043 4.416342 0.51 -0.18 0.45
H 3.600444 3.361691 3.765769 -0.22 0.72 -0.49
H 5.711141 2.678009 2.033596 -0.89 -0.47 -0.66
H 6.165383 4.190538 2.573433 -0.04 0.52 -0.45
H 2.728693 3.018895 1.803784 -0.13 0.03 -0.02
H 3.619321 2.963638 0.264898 0.39 -0.38 0.21
H 2.481890 4.152386 0.443025 0.30 1.10 0.78
C -0.834154 5.166309 -3.349993 -0.23 -0.82 -0.53
O -2.130805 4.570958 -3.055565 1.54 1.06 -0.62
C -2.074789 3.266523 -2.486681 -1.05 0.51 0.55
C -1.799949 2.146623 -3.431879 -0.19 -1.52 0.57
N -2.956747 1.635221 -4.189837 0.40 1.65 0.30
C -2.402979 0.772104 -5.202376 -0.41 -0.31 -2.46
C -3.459628 0.447919 -6.328831 1.68 0.25 -0.13
O -3.661962 1.588352 -7.221553 -0.51 -1.00 2.67
C -4.963712 1.583146 -7.724789 -0.43 1.28 -1.19
H -0.906436 6.070656 -3.954176 -0.76 0.06 0.26
H -0.225500 4.519404 -3.981782 -0.06 -0.43 -0.04
H -0.196351 5.399518 -2.497407 -0.44 -0.09 0.58
H -3.094168 3.142494 -2.121182 -0.06 -0.14 0.30
H -1.409946 3.259330 -1.622947 0.24 -0.04 -0.07
H -1.642166 1.210035 -2.897098 1.34 0.38 0.75
H -0.944066 2.415628 -4.050911 0.14 -0.30 -0.26
H -3.304700 2.511326 -4.552415 -0.75 -0.24 -1.12
H -1.936595 -0.125843 -4.797080 -0.85 -0.39 0.46
H -1.489043 1.165299 -5.647589 -0.14 0.66 -0.53
H -4.329277 0.057467 -5.800290 -0.58 0.59 -0.24
H -3.186875 -0.278646 -7.094213 0.69 -0.83 0.82
H -5.277173 2.622238 -7.624159 -0.34 0.12 -0.66
H -5.796824 1.021716 -7.301896 0.61 -0.56 0.93
H -4.917942 1.246967 -8.760639 -0.20 0.30 -0.34



[2]
101
Properties=species:S:1:pos:R:3:forces:R:3 method="wB97M-V/def2-TZVPD" lumo_ha="0.0156 / 0.0149" e_homo_ev="-2.129 / -2.515" orbital_gap_ev="2.555 / 2.920" max_force_ev_per_a=5.8 total_charge=-1 spin_multiplicity=5
Cr 0.707272 -3.634899 -3.266782 0.73 -2.73 -0.53
Cs 0.693832 -1.566749 -7.274092 0.00 -1.34 0.69
Cs 3.126812 1.357111 -4.609492 -0.23 -0.36 0.34
P 0.929732 -4.840519 -5.614002 0.52 -3.95 2.35
O 1.684062 -4.380849 -6.856722 -0.87 0.97 -0.30
O 0.393532 -6.260499 -5.471262 -0.77 0.46 -2.48
O -0.054048 -3.815419 -4.968752 -3.46 2.36 -2.58
O 1.784022 -4.826129 -4.303922 3.04 0.56 2.05
S 1.084382 -0.987739 -3.401122 0.31 -4.93 1.88
O 1.723952 -0.109319 -2.451162 0.63 2.23 0.32
O 1.929552 -2.151599 -3.720512 4.84 2.25 -2.32
O 0.097452 -1.863939 -2.738902 -4.52 2.62 2.32
O 0.590522 -0.332479 -4.586192 -0.33 1.98 -1.55
C -0.868428 2.273071 -1.331912 0.18 0.16 1.26
C 0.384792 2.242881 -0.427832 -1.18 -0.96 -1.08
N 0.490162 3.432071 0.371628 1.58 0.08 0.31
C 1.730452 3.299111 1.134588 1.66 1.43 -0.50
C 2.295022 4.690331 1.525678 -1.07 -0.52 1.23
C -0.633358 3.726741 1.234778 -0.53 -0.28 0.46
C -0.907878 2.718001 2.351078 -0.12 -0.51 0.50
H -0.894048 3.266571 -1.779582 0.00 -0.19 -0.66
H -1.746698 2.253181 -0.686662 -0.21 -0.19 -0.01
H -0.972688 1.417741 -1.999462 0.38 0.28 -0.20
H 0.381402 1.351231 0.199108 -0.17 -0.44 0.15
H 1.271242 2.105641 -1.047082 0.07 0.32 -0.03
H 1.672032 2.625021 1.989158 -0.22 0.05 0.28
H 2.546682 2.880511 0.545818 -0.51 -0.39 -0.63
H 2.191912 5.410901 0.714358 -0.05 -0.10 0.08
H 1.685342 4.960221 2.387968 -0.16 0.86 -0.07
H 3.300542 4.720801 1.945318 0.22 -0.45 -0.38
H -1.528488 3.781831 0.615258 0.05 0.26 0.03
H -0.481378 4.701001 1.699348 0.03 0.15 -0.18
H -1.130598 1.716831 1.982108 -0.01 -0.02 -0.21
H -1.750108 2.986201 2.988908 -0.25 0.30 -0.27
H -0.097248 2.600571 3.070228 0.29 0.11 -0.15
C -1.248158 -0.727079 4.961488 0.00 0.30 -0.72
C -0.663178 -0.968309 3.544938 -1.23 -1.12 0.76
N -1.661098 -1.563319 2.587108 0.95 1.62 -0.08
C -1.086358 -1.545379 1.211938 -1.06 0.01 0.87
C 0.019282 -2.548499 0.992568 -0.51 -0.01 -1.25
C -2.285738 -2.822769 2.951868 -0.27 0.27 -0.58
C -3.465718 -3.212709 2.015878 0.75 0.53 1.03
H -1.377238 -1.644949 5.535038 -0.08 0.04 -0.07
H -2.194668 -0.194139 4.871018 -0.22 -0.19 0.02
H -0.603698 -0.053059 5.525828 0.25 -0.14 0.04
H -0.277928 -0.013789 3.186338 -0.25 -0.11 -0.44
H 0.192792 -1.628009 3.687108 0.38 -0.20 -0.17
H -0.771058 -0.521989 1.008578 0.29 0.03 0.08
H -1.917168 -1.686269 0.520548 0.08 -0.28 -0.07
H -0.298388 -3.561259 1.240578 0.32 0.05 0.85
H 0.950412 -2.182929 1.425508 0.08 -0.59 0.03
H 0.095632 -2.683779 -0.086312 0.65 0.49 -0.23
H -1.576918 -3.650349 2.979618 0.25 -0.26 0.22
H -2.749768 -2.705889 3.931218 0.28 -0.04 0.18
H -3.203468 -3.378499 0.970968 0.03 -0.10 0.17
H -3.872218 -4.109559 2.483338 -0.30 -0.09 -0.40
H -4.172568 -2.387979 2.106828 -0.27 -0.14 -0.29
C 5.209112 -1.802779 4.155138 -1.62 0.61 -0.08
C 4.192622 -1.003439 3.243078 1.62 -0.32 -0.37
N 4.905972 0.136341 2.572258 -1.29 -0.57 -0.02
C 4.318542 0.510731 1.254998 -0.68 -0.22 0.71
C 3.977312 -0.639589 0.311018 0.41 0.78 0.05
C 4.948952 1.288771 3.509928 1.60 -1.00 -1.46
C 6.228712 2.098491 3.159078 -0.95 0.86 1.22
H 5.638152 -1.186679 4.945348 0.20 0.19 -0.20
H 5.993342 -2.309109 3.592368 -0.14 0.23 -0.11
H 4.609022 -2.538569 4.690498 0.10 -0.33 -0.02
H 3.782342 -1.719399 2.530918 0.42 0.12 -0.35
H 3.285972 -0.693009 3.762418 0.04 0.37 0.60
H 3.372182 1.037311 1.378338 -0.37 0.26 0.45
H 4.928372 1.250021 0.735708 0.57 -0.18 0.19
H 3.765182 -0.153489 -0.641252 0.15 -0.34 -0.29
H 4.837952 -1.304979 0.242828 -0.27 -0.29 -0.24
H 3.039472 -1.136589 0.559098 0.29 -0.25 0.19
H 5.035742 0.841861 4.500298 0.06 0.36 0.11
H 4.027952 1.869231 3.455698 -0.12 0.31 0.02
H 7.137962 1.503811 3.246988 -0.23 -0.14 -0.42
H 6.332382 2.900991 3.889388 0.07 0.10 0.37
H 6.148262 2.678251 2.239568 0.08 -0.61 -0.38
C -2.799858 0.015361 -5.241732 0.42 -0.40 -1.19
C -3.197998 0.383981 -3.853782 -0.03 -0.73 0.47
N -4.552338 -0.117309 -3.496222 -0.29 1.19 0.25
C -4.769978 -0.259739 -2.037372 1.22 0.22 -0.16
C -4.053408 -1.500809 -1.518922 -1.31 -0.28 -0.80
C -5.555208 0.826631 -4.023692 -0.50 -0.50 0.79
C -5.632948 2.178641 -3.307892 0.16 0.83 -0.39
H -1.733788 0.164841 -5.412802 0.20 0.12 0.43
H -3.263228 0.631331 -6.012422 -0.50 -0.23 -0.11
H -2.951748 -1.053239 -5.393822 -0.29 0.04 -0.26
H -2.451048 -0.117509 -3.238422 -0.14 0.24 0.45
H -3.087208 1.465981 -3.782252 -0.09 0.23 0.62
H -4.424448 0.625461 -1.503392 0.47 0.29 0.14
H -5.831028 -0.247289 -1.788152 -0.22 -0.51 -0.40
H -4.543908 -2.328979 -2.030442 0.07 -0.29 0.00
H -3.018068 -1.547999 -1.856452 0.13 0.13 0.65
H -4.271308 -1.648309 -0.461162 0.66 0.13 0.11
H -6.537238 0.411771 -3.796492 -0.11 -0.53 -0.39
H -5.445688 0.847811 -5.107972 -0.01 0.47 0.04
H -4.746578 2.799101 -3.440062 0.14 -0.05 0.17
H -5.851088 2.088991 -2.243712 0.30 -0.28 0.01
H -6.459928 2.796201 -3.658362 -0.14 -0.14 -0.45



[3]
105
Properties=species:S:1:pos:R:3:forces:R:3 method="wB97M-V/def2-TZVPD" lumo_ha=-0.0793 e_homo_ev=-8.880 orbital_gap_ev=6.723 max_force_ev_per_a=9.3 total_charge=+1
C 3.805344 -1.041826 -1.592416 -0.68 2.86 1.77
N 2.995469 -0.102546 -2.372932 -1.68 -0.61 -1.35
C 3.043543 1.199619 -1.734661 -4.29 2.01 0.33
C 3.416626 -0.015870 -3.771285 -0.92 1.59 -0.27
C 1.562459 -0.582071 -2.501014 -2.13 5.00 4.42
C 0.453944 0.421932 -3.062925 2.13 2.63 -0.76
O -0.800002 -0.127894 -2.890894 1.99 -0.94 -9.04
H 4.111473 -1.922194 -1.876403 1.57 -4.41 -3.91
H 3.155237 -1.414380 -0.924262 -2.86 -0.89 2.91
H 4.587565 -0.789651 -0.917074 0.83 2.03 -0.14
H 2.695570 2.034830 -2.376484 -0.57 -0.90 -0.01
H 3.989395 1.432645 -1.693333 5.36 1.04 0.89
H 2.537195 1.338294 -0.749696 0.13 -0.93 -0.68
H 2.839533 0.661968 -4.419382 -0.30 -0.47 0.74
H 3.457083 -0.975318 -4.112539 -0.38 -2.61 -1.30
H 4.376040 0.310199 -3.842113 3.01 1.23 0.19
H 1.136763 -0.853765 -1.501626 0.87 0.94 -0.06
H 1.369904 -1.443250 -2.890904 0.36 -5.43 -3.60
H 0.645369 0.648994 -4.237514 -0.52 -0.39 2.73
H 0.566159 1.444893 -2.425476 -0.29 -2.28 -1.71
H -0.984332 -0.046611 -2.038769 -1.62 0.46 7.72
C -2.592533 -2.915866 -2.746443 0.03 1.29 -1.11
N -2.361550 -3.993573 -1.761539 1.08 3.19 1.98
C -3.449407 -3.784910 -0.573523 4.60 4.66 -1.27
C -2.534686 -5.297097 -2.332213 4.35 0.24 3.90
C -0.861717 -3.631316 -1.319724 0.84 -6.42 -2.65
C -0.295989 -4.414472 -0.109866 2.35 0.01 0.53
O 1.125578 -3.841999 0.148829 -3.23 -1.86 -0.46
H -3.572275 -3.090515 -2.998621 -2.36 -0.51 -1.71
H -1.909140 -2.840854 -3.603914 -0.12 -1.07 0.30
H -2.645725 -1.843489 -2.521718 0.69 -0.40 1.68
H -3.353352 -2.654605 -0.219978 0.28 -2.55 -0.53
H -3.336912 -4.480745 0.161495 0.85 -1.79 2.01
H -4.367010 -3.860754 -0.955181 -3.53 -0.51 -2.07
H -1.924582 -5.631460 -3.078585 2.99 0.27 -1.94
H -3.342838 -5.482566 -2.797109 -6.93 -0.62 -2.31
H -2.331075 -5.967307 -1.541273 -0.30 -1.06 0.86
H -0.932524 -2.728064 -0.962315 -0.30 5.57 1.21
H -0.220948 -3.726097 -2.365950 -1.59 0.19 3.04
H -0.285957 -5.526918 -0.156657 0.80 0.63 -0.84
H -0.915003 -4.354325 0.804015 0.02 1.04 -0.37
H 0.954926 -2.871497 0.437574 -0.25 -0.08 -0.39
C -0.453706 -1.904868 5.455625 -5.87 -7.26 -0.44
N -0.110649 -2.746045 4.276450 -1.30 -0.85 -0.51
C -1.240828 -2.583573 3.262912 -2.33 -6.68 2.78
C 1.132677 -2.146114 3.679226 -1.06 1.69 -0.82
C 0.028623 -4.244374 4.646372 2.30 -0.94 2.85
C 0.282170 -5.304442 3.544748 -0.67 1.18 1.32
O 0.193907 -6.641122 3.935611 0.01 -0.51 0.51
H -1.305516 -2.546059 6.044921 2.02 1.54 -1.22
H -0.881459 -1.024403 5.346780 -1.73 4.14 -1.85
H 0.290631 -1.838355 6.044601 5.56 0.31 4.12
H -0.940228 -2.781664 2.272413 0.60 -1.48 -1.11
H -1.328015 -1.640261 3.120509 -1.49 6.78 -0.20
H -2.404516 -3.191419 3.652155 4.09 1.99 -1.16
H 1.319137 -2.707708 2.808369 0.62 -0.72 -1.09
H 2.010476 -2.166812 4.362032 -0.97 0.30 -0.26
H 0.751034 -1.131291 3.216896 1.27 -1.56 1.29
H -0.698955 -4.640336 5.409817 -0.04 1.05 -1.14
H 0.987589 -4.327514 5.240686 -0.86 0.62 -0.28
H 1.120551 -4.964884 3.011293 2.03 -0.66 -0.41
H -0.424651 -5.117533 2.866985 -3.21 0.54 -2.98
H -0.662091 -7.065558 3.683229 1.09 0.95 0.24
Li -2.490789 0.567608 0.399820 0.18 -0.01 0.14
P -0.150357 -0.143040 0.625593 -3.22 -1.98 -1.53
O -1.256484 0.031114 1.601917 -2.14 -0.48 5.74
O -1.108851 -0.111464 -0.573729 -1.74 -0.54 -3.38
O 0.498399 -1.501422 0.637538 1.41 -1.66 0.81
O 0.670828 1.017404 0.544533 4.92 4.56 0.04
C 6.034335 5.741874 1.109719 2.12 1.07 -2.37
O 4.702122 5.837947 1.510121 -1.99 -0.71 0.26
C 3.763192 4.964988 0.997506 3.69 -3.25 -4.71
O 4.056641 4.039870 0.096239 -1.46 4.22 4.57
O 2.600258 5.289004 1.430901 -1.22 0.04 0.92
C 1.434322 4.452209 1.247900 0.40 1.58 -4.59
H 6.747168 6.548363 1.584986 -2.18 -0.89 -1.20
H 6.111549 5.626223 -0.047609 -0.12 0.92 1.89
H 6.533664 4.873001 1.412555 0.14 -1.81 0.89
H 0.745134 4.668164 1.964548 -1.45 0.72 2.24
H 1.606283 3.451729 1.107666 1.14 -2.67 0.54
H 0.923470 4.631226 0.222990 0.91 0.55 1.44
C -6.609358 2.795497 0.572300 -3.48 -0.47 -5.08
O -5.437261 3.455559 0.714535 2.22 3.09 -0.10
C -4.298390 2.842953 0.827024 2.74 1.06 0.39
O -4.131977 1.699632 0.530957 0.26 -1.89 -0.14
O -3.239231 3.663975 1.244452 -2.48 0.68 -0.77
C -2.113703 3.062159 1.817344 1.83 -5.49 1.13
H -6.685665 2.173729 1.328243 -0.63 -3.39 3.71
H -6.915811 2.116932 -0.419837 1.72 1.94 2.07
H -7.451455 3.491561 0.653880 0.57 0.23 -0.08
H -1.329835 2.444072 1.112806 -2.69 0.67 0.96
H -2.482358 2.342508 2.739109 1.10 1.52 -2.53
H -1.262976 3.587863 2.228493 -1.00 2.00 0.30
C -1.329714 3.430724 -1.959795 2.81 -0.58 2.23
O -0.855355 4.738000 -2.251507 -2.30 2.97 0.90
C 0.305558 4.962980 -2.818260 0.42 -3.38 -1.44
O 1.000305 4.022426 -3.149765 1.01 0.24 0.11
O 0.510704 6.204860 -3.143869 -1.22 1.32 1.43
C 1.640733 6.675439 -3.815845 2.09 2.20 1.79
H -2.359176 3.252837 -1.658115 -0.16 1.38 -0.03
H -0.640898 3.096525 -1.104214 -1.13 -0.30 -1.23
H -1.154024 2.878729 -2.823314 0.37 -1.49 -1.29
H 2.030509 5.997939 -4.483208 0.43 -1.72 -1.81
H 2.606442 6.956198 -3.177451 -2.39 -0.62 -0.52
H 1.308256 7.596872 -4.294390 0.15 -0.20 -0.08